Entry 1:
Molecular formula: C19H44N2O2Si
Method: DFT, ωB97M-V/def2-TZVPD

Results
**Energy above the lowest of the compared OMol25 structures with the same formula, charge and spin**: 0.0000 eV
**Frontier orbital gap**: 10.34 eV
**SMILES string**: CCCCCCCCCCCCC[SiH3].CNC(C)=O.CNC(C)=O

```
! wB97M-V def2-TZVPD RIJCOSX def2/J DEFGRID3
* xyz 0 1
C 4.408 -0.970 1.372
C 5.253 0.073 0.644
C 4.631 1.481 0.516
C 3.102 1.566 0.553
C 2.412 0.968 -0.683
C 1.162 1.733 -1.115
C 0.022 1.653 -0.090
C -0.994 0.556 -0.404
C -1.831 0.137 0.804
C -3.145 -0.541 0.410
C -4.282 0.436 0.131
C -5.657 -0.223 0.201
C -6.877 0.710 0.039
Si -6.725 2.310 -0.931
H 4.999 -1.870 1.561
H 3.530 -1.260 0.791
H 4.069 -0.598 2.342
H 5.520 -0.304 -0.349
H 6.200 0.167 1.184
H 4.956 1.929 -0.430
H 5.039 2.123 1.301
H 2.739 1.080 1.464
H 2.822 2.620 0.649
H 3.128 0.932 -1.514
H 2.136 -0.076 -0.495
H 1.430 2.776 -1.313
H 0.809 1.323 -2.068
H -0.497 2.615 -0.021
H 0.430 1.473 0.913
H -1.666 0.886 -1.206
H -0.473 -0.322 -0.804
H -1.245 -0.532 1.444
H -2.047 1.022 1.419
H -3.466 -1.260 1.173
H -2.980 -1.125 -0.501
H -4.144 0.872 -0.868
H -4.243 1.290 0.822
H -5.737 -0.752 1.156
H -5.689 -1.001 -0.571
H -7.680 0.161 -0.465
H -7.290 0.983 1.016
H -5.429 3.003 -0.771
H -6.904 2.039 -2.382
H -7.793 3.252 -0.528
C 7.213 -3.628 3.862
N 6.284 -2.543 4.075
C 6.544 -1.282 4.516
C 7.980 -0.941 4.852
O 5.648 -0.465 4.633
H 7.223 -3.947 2.818
H 6.970 -4.491 4.485
H 8.219 -3.308 4.119
H 5.310 -2.701 3.868
H 8.000 0.092 5.185
H 8.367 -1.585 5.643
H 8.629 -1.055 3.983
C -5.782 0.762 -4.980
N -4.977 0.197 -3.923
C -4.237 -0.943 -3.938
C -4.218 -1.749 -5.217
O -3.615 -1.294 -2.950
H -5.435 1.759 -5.256
H -6.831 0.834 -4.687
H -5.723 0.132 -5.863
H -4.945 0.677 -3.034
H -3.585 -2.614 -5.049
H -5.221 -2.080 -5.491
H -3.822 -1.164 -6.048
*
```

Mulliken atomic charge list, values in e, 2 entries:
1. C -0.99
2. C -0.29



Entry 2:
Molecular formula: C19H44N3O16V
Method: DFT, ωB97M-V/def2-TZVPD

Results
**⟨S²⟩**: 0.76
**Frontier orbital gap (spin up / spin down)**: 7.17 / 3.72 eV

```
! wB97M-V def2-TZVPD RIJCOSX def2/J DEFGRID3
* xyz -1 2
O -5.196 23.271 7.336
V -6.666 23.763 7.957
O -7.196 25.037 7.052
O -4.590 23.664 10.530
C -5.323 22.572 10.761
O -6.162 22.245 9.855
O -5.236 21.876 11.809
H -3.988 23.838 11.257
O -9.073 20.406 6.330
C -8.404 20.940 7.340
O -8.423 20.374 8.455
O -7.805 21.986 7.104
H -8.939 21.133 5.716
O -9.482 25.768 10.554
C -8.692 24.734 10.459
O -8.522 23.979 11.476
O -8.283 24.323 9.374
H -9.578 26.035 9.637
C -3.956 28.422 5.662
O -4.131 27.711 6.829
C -4.123 26.353 6.828
C -3.881 25.858 8.259
N -5.221 25.697 9.022
C -5.782 26.986 9.280
C -5.096 27.952 10.283
O -4.772 27.341 11.512
C -5.900 26.766 12.226
H -4.058 29.507 5.680
H -4.404 28.141 4.709
H -2.892 28.335 5.439
H -3.378 25.866 6.200
H -5.025 25.913 6.403
H -3.138 26.472 8.768
H -3.469 24.852 8.338
H -5.193 25.165 9.880
H -6.823 26.938 9.601
H -5.980 27.545 8.365
H -5.765 28.779 10.517
H -4.198 28.314 9.782
H -6.672 27.489 12.490
H -5.547 26.218 13.100
H -6.507 26.047 11.676
C -13.642 22.550 5.806
O -12.814 23.725 6.037
C -11.383 23.510 6.035
C -10.740 24.832 5.770
N -10.741 25.727 6.896
C -10.111 27.032 6.521
C -11.124 27.910 5.619
O -12.182 28.326 6.473
C -13.076 29.270 5.884
H -13.638 22.273 4.752
H -14.642 22.965 5.930
H -13.273 21.820 6.527
H -11.084 22.819 5.247
H -11.191 23.066 7.011
H -11.026 25.268 4.813
H -9.679 24.765 5.532
H -11.706 25.904 7.136
H -9.215 26.711 5.990
H -9.920 27.501 7.486
H -11.440 27.409 4.704
H -10.425 28.651 5.232
H -13.073 29.379 4.799
H -12.781 30.282 6.163
H -14.128 29.161 6.145
C -7.493 23.922 3.799
C -8.490 22.820 3.275
C -8.303 22.625 1.756
O -8.940 23.729 1.093
C -8.803 23.605 -0.300
N -8.076 21.626 4.013
H -7.352 23.985 4.878
H -7.704 24.893 3.350
H -6.432 23.711 3.667
H -9.428 23.061 3.775
H -8.537 21.634 1.369
H -7.214 22.621 1.773
H -7.817 23.978 -0.576
H -9.444 24.298 -0.845
H -9.031 22.585 -0.611
H -7.676 21.051 3.285
H -7.276 21.844 4.590
*
```

Mulliken atomic charge list, values in e, 2 entries:
1. O -0.37
2. V 1.13



Entry 3:
Molecular formula: C19H44N6O2RuSSb
Method: DFT, ωB97M-V/def2-TZVPD

Results
**Energy above the lowest of the compared OMol25 structures with the same formula, charge and spin**: 0.0000 eV
**Frontier orbital gap (spin up / spin down)**: 7.28 / 7.28 eV

```
! wB97M-V def2-TZVPD RIJCOSX def2/J DEFGRID3
* xyz 1 1
Ru 0.093 -0.466 -0.160
C 3.425 0.137 1.891
C 2.058 -0.522 2.028
C 2.061 -1.604 3.101
O 1.690 -1.085 0.786
H 3.738 0.602 2.828
H 3.391 0.911 1.119
H 4.169 -0.609 1.606
H 1.352 0.258 2.332
H 2.780 -2.383 2.839
H 1.073 -2.062 3.176
H 2.329 -1.194 4.077
S -0.741 -2.679 0.009
C -2.226 -2.435 -0.843
N -2.331 -2.724 -2.137
C -3.584 -2.651 -2.889
C -4.451 -1.556 -2.292
C -4.607 -1.794 -0.801
N -3.281 -1.940 -0.205
H -1.523 -3.156 -2.552
H -4.098 -3.615 -2.848
H -3.343 -2.442 -3.929
H -5.427 -1.548 -2.774
H -3.982 -0.584 -2.462
H -5.197 -2.695 -0.614
H -5.109 -0.957 -0.317
H -3.152 -1.796 0.785
C 1.627 1.132 -2.851
N 2.322 0.023 -3.357
C 3.782 0.218 -3.431
C 1.886 -1.293 -3.164
N 1.129 -1.559 -2.162
N 2.354 -2.187 -4.074
C 2.256 -3.601 -3.767
C 2.629 -1.815 -5.455
H 2.150 2.051 -3.095
H 2.287 1.423 -1.110
H 0.589 1.191 -3.168
H 4.177 0.546 -2.466
H 4.022 0.958 -4.194
H 4.262 -0.720 -3.686
H 0.789 -2.514 -2.148
H 1.264 -4.015 -3.986
H 2.485 -3.773 -2.716
H 2.984 -4.143 -4.368
H 2.130 -0.881 -5.702
H 2.243 -2.595 -6.111
H 3.697 -1.704 -5.653
N -1.526 -0.015 2.355
C -0.913 -0.185 1.371
H -1.892 0.076 3.276
C -0.645 5.858 2.166
C -0.719 4.384 2.540
Sb 0.150 2.913 1.206
C 1.750 4.139 0.411
C 1.435 5.227 -0.608
C -1.392 2.939 -0.322
C -2.043 4.252 -0.737
H -1.110 6.474 2.939
H -1.150 6.080 1.227
H 0.389 6.194 2.073
H -1.752 4.064 2.704
H -0.198 4.220 3.486
H 2.453 3.426 -0.018
H 2.242 4.545 1.298
H 0.999 4.802 -1.515
H 2.340 5.763 -0.906
H 0.734 5.967 -0.226
H -2.149 2.266 0.096
H -0.954 2.425 -1.182
H -2.534 4.736 0.108
H -2.810 4.091 -1.499
H -1.322 4.958 -1.146
O 1.375 1.168 -1.314
*
```

Mulliken atomic charge list, values in e, 2 entries:
1. Ru 0.13
2. C -1.45



Entry 4:
Molecular formula: C19H45N12O22
Method: DFT, ωB97M-V/def2-TZVPD

Results
**Frontier orbital gap**: 9.65 eV

```
! wB97M-V def2-TZVPD RIJCOSX def2/J DEFGRID3
* xyz 1 1
C -0.285 4.341 -0.111
C 0.341 4.350 -1.546
O -0.220 4.970 -2.411
O 1.558 3.694 -1.859
C 1.363 2.260 -1.710
C 2.587 1.410 -2.188
C 3.703 1.173 -1.094
C 3.163 0.887 0.359
N 3.394 2.019 1.314
C 3.377 1.901 2.731
C 3.682 3.240 3.196
N 3.844 4.125 2.110
C 3.643 3.327 1.005
H -1.390 4.539 -0.203
H -0.185 3.372 0.437
H 0.174 5.150 0.525
H 1.006 2.047 -0.667
H 0.497 1.989 -2.392
H 2.306 0.426 -2.659
H 3.079 1.999 -3.023
H 4.476 1.998 -1.143
H 4.267 0.245 -1.408
H 3.729 0.012 0.791
H 2.076 0.582 0.375
H 3.180 0.988 3.343
H 3.798 3.617 4.237
H 4.064 5.118 2.073
H 3.675 3.642 -0.070
C -1.850 -1.011 -1.821
N -0.414 -1.400 -1.813
O 0.358 -0.682 -1.197
O -0.116 -2.405 -2.420
H -1.969 -0.099 -1.241
H -2.142 -0.850 -2.856
H -2.413 -1.827 -1.374
C -0.460 -5.206 -0.193
N -1.572 -4.332 0.269
O -1.293 -3.192 0.603
O -2.688 -4.815 0.282
H 0.467 -4.645 -0.151
H -0.420 -6.066 0.472
H -0.683 -5.507 -1.216
C 7.121 -0.930 0.350
N 6.356 -1.289 -0.874
O 6.531 -0.601 -1.865
O 5.609 -2.246 -0.794
H 7.740 -0.064 0.133
H 6.401 -0.703 1.133
H 7.736 -1.787 0.616
C -1.996 4.085 4.205
N -1.895 3.747 2.760
O -0.967 3.037 2.408
O -2.750 4.205 2.029
H -1.172 3.610 4.732
H -1.939 5.168 4.293
H -2.952 3.709 4.563
C -4.199 -6.459 -2.654
N -3.474 -5.251 -3.130
O -4.043 -4.179 -3.033
O -2.357 -5.423 -3.582
H -5.173 -6.158 -2.280
H -4.304 -7.133 -3.501
H -3.603 -6.908 -1.862
C 3.860 -7.041 -1.735
N 2.455 -6.904 -1.268
O 1.605 -7.543 -1.853
O 2.257 -6.155 -0.326
H 3.884 -7.734 -2.572
H 4.202 -6.054 -2.040
H 4.447 -7.421 -0.901
C -2.984 6.820 -0.745
N -4.076 7.711 -0.271
O -3.770 8.839 0.070
O -5.198 7.245 -0.260
H -2.044 7.363 -0.702
H -2.961 5.954 -0.086
H -3.215 6.532 -1.768
C -4.214 -2.359 1.563
N -4.732 -1.876 2.872
O -5.111 -2.712 3.668
O -4.738 -0.670 3.051
H -4.267 -3.442 1.543
H -4.840 -1.927 0.784
H -3.184 -2.022 1.475
C -6.364 -3.558 -6.433
N -6.181 -5.014 -6.192
O -5.951 -5.369 -5.050
O -6.274 -5.746 -7.156
H -6.254 -3.032 -5.489
H -5.601 -3.245 -7.142
H -7.363 -3.417 -6.840
C 2.862 4.882 8.209
N 3.013 4.538 6.770
O 3.972 3.856 6.451
O 2.165 4.964 6.009
H 3.684 4.437 8.762
H 2.882 5.966 8.291
H 1.908 4.478 8.544
*
```

Mulliken atomic charge list, values in e, 2 entries:
1. C -0.32
2. C 0.43



Entry 5:
Molecular formula: C19H45N6O7P3
Method: DFT, ωB97M-V/def2-TZVPD

Results
**Frontier orbital gap**: 6.80 eV
**SMILES string**: CCOCC1=C([PH2]=O)C(=O)OC1=O.CN(C)P(=O)(N(C)C)N(C)C.CN(C)P(=O)(N(C)C)N(C)C

```
! wB97M-V def2-TZVPD RIJCOSX def2/J DEFGRID3
* xyz 0 1
C -1.758 -0.062 -0.423
C -0.559 0.394 -1.274
O 0.006 -0.659 -2.046
C 1.325 -0.974 -1.660
C 1.360 -1.723 -0.352
C 2.219 -1.553 0.648
P 3.614 -0.418 0.768
O 3.372 0.933 0.219
C 1.751 -2.561 1.706
O 1.796 -2.442 2.887
O 1.186 -3.579 0.963
C 0.398 -2.845 0.051
O -0.730 -3.067 -0.236
H -1.462 -0.153 0.621
H -2.547 0.684 -0.482
H -2.177 -0.981 -0.816
H 0.170 0.904 -0.642
H -0.939 1.150 -1.962
H 1.731 -1.611 -2.445
H 1.886 -0.043 -1.573
H 4.021 -0.441 2.119
H 4.656 -1.061 0.061
C 5.432 3.350 1.715
N 4.218 4.091 1.958
C 3.380 4.105 0.759
P 3.997 5.420 3.031
O 2.558 5.151 3.417
N 4.682 5.153 4.617
C 5.193 3.848 4.992
C 3.845 5.666 5.700
N 5.424 6.262 2.561
C 5.354 6.996 1.300
C 6.741 6.228 3.158
H 6.119 3.859 1.019
H 5.180 2.383 1.275
H 5.975 3.120 2.628
H 3.795 4.768 -0.015
H 2.372 4.450 0.990
H 3.282 3.101 0.341
H 4.490 3.036 4.760
H 5.400 3.813 6.063
H 6.150 3.634 4.510
H 3.030 4.979 5.954
H 3.403 6.626 5.433
H 4.453 5.824 6.595
H 5.818 6.433 0.480
H 5.846 7.969 1.374
H 4.316 7.191 1.023
H 7.249 5.276 2.978
H 6.713 6.418 4.228
H 7.372 7.011 2.730
C -3.936 -4.551 -4.244
N -4.131 -3.830 -3.009
C -2.869 -3.699 -2.285
P -5.545 -3.785 -2.025
O -5.396 -2.372 -1.503
N -7.012 -3.513 -2.932
C -6.958 -3.167 -4.341
C -7.949 -2.616 -2.257
N -5.837 -5.480 -2.065
C -4.998 -6.300 -1.192
C -6.692 -6.237 -2.952
H -3.705 -5.618 -4.092
H -3.101 -4.111 -4.793
H -4.788 -4.476 -4.914
H -2.561 -4.655 -1.837
H -2.952 -2.968 -1.485
H -2.069 -3.353 -2.942
H -6.247 -2.355 -4.550
H -7.940 -2.848 -4.693
H -6.700 -4.030 -4.960
H -7.686 -1.562 -2.397
H -7.980 -2.815 -1.186
H -8.958 -2.773 -2.647
H -4.175 -6.766 -1.748
H -5.577 -7.087 -0.705
H -4.562 -5.694 -0.396
H -6.289 -6.287 -3.968
H -7.703 -5.837 -2.991
H -6.790 -7.267 -2.598
*
```

Mulliken atomic charge list, values in e, 2 entries:
1. C -0.78
2. C -0.21



Entry 6:
Molecular formula: C19H45NO6S
Method: DFT, ωB97M-V/def2-TZVPD

Results
**Frontier orbital gap**: 9.80 eV
**SMILES string**: CCO[C@@]1(S)NC(=O)C[C@H]1C.CC(C)O.CC(C)O.CC(C)O.CC(C)O

```
! wB97M-V def2-TZVPD RIJCOSX def2/J DEFGRID3
* xyz 0 1
C 3.378 3.019 -0.451
C 2.385 2.284 0.443
O 1.011 2.573 0.190
C 0.484 2.182 -1.030
S 0.216 3.665 -2.120
N 1.295 1.166 -1.674
C 0.883 -0.074 -1.068
O 1.523 -1.117 -1.143
C -0.434 0.140 -0.303
C -0.877 1.496 -0.817
C -1.963 2.244 -0.083
H 2.894 3.715 -1.122
H 3.904 2.303 -1.072
H 4.120 3.549 0.131
H 2.576 1.218 0.414
H 2.533 2.592 1.470
H 0.703 4.599 -1.306
H 1.134 1.127 -2.668
H -1.059 -0.697 -0.584
H -0.190 0.100 0.752
H -1.200 1.331 -1.844
H -1.587 2.934 0.662
H -2.631 1.539 0.398
H -2.568 2.819 -0.771
C 1.447 -4.886 -3.418
C 1.056 -5.320 -2.014
C -0.232 -4.658 -1.558
O 2.105 -5.019 -1.092
H 1.608 -3.805 -3.448
H 2.376 -5.368 -3.723
H 0.669 -5.138 -4.140
H 0.943 -6.404 -1.987
H -0.100 -3.573 -1.535
H -0.489 -4.976 -0.548
H -1.065 -4.892 -2.223
H 2.224 -4.061 -1.085
C -1.839 6.792 -3.990
C -2.367 6.506 -2.592
C -3.627 7.303 -2.291
O -1.362 6.772 -1.615
H -1.575 7.848 -4.087
H -0.940 6.206 -4.185
H -2.582 6.553 -4.751
H -2.580 5.440 -2.499
H -3.418 8.376 -2.337
H -3.990 7.080 -1.288
H -4.419 7.078 -3.006
H -1.141 7.707 -1.661
C 4.332 -6.033 2.683
C 2.852 -5.707 2.824
C 1.987 -6.947 2.652
O 2.471 -4.703 1.889
H 4.538 -6.428 1.685
H 4.934 -5.134 2.813
H 4.648 -6.774 3.419
H 2.671 -5.273 3.809
H 2.124 -7.368 1.653
H 0.932 -6.694 2.761
H 2.239 -7.714 3.387
H 2.620 -5.058 1.004
C -2.531 -0.955 3.978
C -3.002 0.241 3.164
C -2.352 1.533 3.634
O -4.424 0.353 3.220
H -2.801 -0.827 5.030
H -3.006 -1.869 3.624
H -1.448 -1.077 3.914
H -2.762 0.076 2.113
H -2.618 1.734 4.676
H -2.699 2.377 3.039
H -1.265 1.480 3.561
H -4.669 0.499 4.138
*
```

Mulliken atomic charge list, values in e, 2 entries:
1. C -1.14
2. C -0.03